31
Properties=species:S:1:pos:R:3:lowdin_charge:R:1 method="wB97M-V/def2-TZVPD" homo_energy_ha=0.0779 spin_multiplicity=1 lumo_energy_ev=3.97 charge=-2
F -0.199 0.774 -2.751 -0.368
N -1.695 0.389 -1.920 -0.023
C -2.183 -0.849 -2.039 -0.147
C -2.883 -1.469 -0.992 -0.114
C -3.085 -0.773 0.190 -0.136
C -2.624 0.536 0.270 -0.097
C -1.935 1.075 -0.821 -0.146
H -1.986 -1.395 -2.962 0.091
H -3.221 -2.473 -1.110 0.066
H -3.592 -1.228 1.021 0.074
H -2.756 1.123 1.151 0.074
H -1.531 2.096 -0.760 0.110
Cl 1.243 -3.573 4.721 -0.206
Zn 2.288 -4.572 3.172 -0.129
Cl 3.378 -5.413 1.578 -0.197
C 0.780 -0.968 0.051 -0.140
C 1.025 -1.074 -1.286 -0.158
C 1.355 0.220 -1.810 -0.135
C 1.518 1.102 -0.671 -0.211
C 1.071 0.377 0.488 -0.234
C 0.876 1.055 1.713 -0.092
C 1.242 2.386 1.814 -0.179
C 1.828 3.050 0.727 -0.168
C 2.008 2.407 -0.518 -0.064
H 0.376 -1.729 0.729 0.065
H 0.960 -1.975 -1.932 0.091
H 1.649 0.453 -2.808 0.077
H 0.432 0.515 2.548 0.090
H 1.055 2.937 2.734 0.066
H 2.144 4.084 0.827 0.058
H 2.465 2.911 -1.354 0.082

32
Properties=species:S:1:pos:R:3:lowdin_charge:R:1 method="wB97M-V/def2-TZVPD" homo_energy_ha=-0.2906 smiles="COc1ccc(NC(=O)Nc2ccccc2F)cc1Cl" spin_multiplicity=1 lumo_energy_ev=0.68
C -0.244 0.983 6.108 -0.124
H -1.268 1.349 6.016 0.073
O 0.059 0.015 5.129 -0.090
C 0.033 0.285 3.798 -0.289
C 0.366 -0.824 3.008 -0.001
C 0.403 -0.769 1.636 -0.018
C 0.103 0.423 0.978 -0.219
C -0.231 1.533 1.737 -0.044
C -0.267 1.469 3.124 -0.544
Cl -0.707 2.959 3.909 0.719
H -0.467 2.462 1.245 0.094
N 0.157 0.441 -0.416 0.144
C -0.139 1.474 -1.254 -0.512
O -0.370 2.615 -0.922 0.078
N -0.080 1.161 -2.605 0.140
C -0.004 -0.058 -3.274 -0.189
C 0.767 -0.152 -4.434 -0.017
C 0.852 -1.332 -5.147 -0.087
C 0.167 -2.458 -4.723 -0.085
C -0.625 -2.388 -3.591 -0.009
C -0.714 -1.200 -2.893 -0.219
F -1.538 -1.158 -1.818 0.067
H -1.197 -3.235 -3.247 0.120
H 0.235 -3.382 -5.275 0.105
H 1.459 -1.372 -6.039 0.105
H 1.301 0.724 -4.768 0.116
H -0.034 1.985 -3.188 0.155
H 0.409 -0.443 -0.833 0.130
H 0.661 -1.652 1.071 0.113
H 0.595 -1.740 3.529 0.121
H -0.134 0.460 7.059 0.092
H 0.452 1.824 6.078 0.073

44
Properties=species:S:1:pos:R:3:lowdin_charge:R:1 method="wB97M-V/def2-TZVPD" homo_energy_ha=-0.1541 spin_multiplicity=1 lumo_energy_ev=0.61 charge=-1
C 3.204 -0.780 1.126 -0.158
C 2.751 -0.016 -0.115 -0.838
I 3.848 -0.615 -1.864 0.832
C 2.747 1.505 0.019 -0.749
I 4.701 2.307 0.446 0.850
C 1.640 2.003 0.925 -0.165
C 0.401 2.275 0.397 -0.149
C 0.075 2.032 -1.068 -0.098
C -1.357 1.601 -1.391 -0.053
C -1.595 0.086 -1.419 -0.477
F -2.724 -0.134 -2.130 0.114
F -0.585 -0.513 -2.065 0.138
C -1.745 -0.509 -0.002 -0.425
F -0.501 -0.604 0.494 0.123
F -2.413 0.325 0.793 0.126
S -2.576 -2.223 0.096 0.745
F -2.107 -2.554 -1.346 -0.089
F -3.930 -1.600 -0.400 -0.114
F -2.993 -1.918 1.608 -0.146
F -1.240 -2.874 0.653 -0.128
F -3.268 -3.615 0.198 -0.084
C -0.621 2.814 1.224 -0.031
C -0.475 3.037 2.546 0.001
C 0.756 2.713 3.171 -0.371
N 1.070 2.821 4.450 -0.217
S 2.602 2.295 4.569 1.015
N 2.888 1.940 3.053 -0.305
C 1.796 2.210 2.333 -0.320
H 3.038 -0.210 2.031 0.050
H 4.239 -1.081 1.014 0.047
H 2.622 -1.696 1.194 0.082
H 1.732 -0.286 -0.358 0.043
H 2.549 1.905 -0.960 0.027
H 0.219 3.000 -1.555 0.137
H 0.790 1.365 -1.521 0.096
H -1.557 1.900 -2.416 0.135
H -2.107 2.093 -0.793 0.108
H -1.581 3.069 0.810 0.108
H -1.293 3.428 3.132 0.117
C -1.758 -5.488 -3.166 -0.843
O -2.924 -5.266 -2.754 -0.101
O -1.272 -4.439 -4.010 -0.037
O -0.988 -6.426 -2.968 -0.050
H -2.058 -3.877 -3.982 0.053

36
Properties=species:S:1:pos:R:3:lowdin_spin:R:1 method="wB97M-V/def2-TZVPD" homo_energy_ha="-0.3022 / -0.2932" s2=3.78 spin_multiplicity=4 lumo_energy_ev="-0.23 / -2.12"
C -2.052 -0.943 -1.407 0.027
C -1.699 -1.473 -0.118 -0.015
C -1.309 -0.376 0.708 -0.016
H -1.670 -2.516 0.178 0.000
C -1.439 0.842 -0.052 0.053
C -1.977 0.485 -1.331 0.000
H -2.295 1.186 -2.099 -0.001
H -2.390 -1.511 -2.261 0.007
H -0.993 -0.436 1.727 -0.002
H -1.268 1.839 0.338 0.008
Tc 0.020 -0.480 -0.996 1.598
Br 0.513 -2.839 -1.430 0.117
C 2.344 0.719 -3.818 0.016
C 1.283 1.513 -4.360 0.356
C 0.254 0.628 -4.816 0.103
H 1.275 2.603 -4.446 0.018
C 0.675 -0.716 -4.546 0.197
C 1.971 -0.659 -3.945 0.297
H 2.581 -1.519 -3.674 0.011
H 3.293 1.095 -3.431 -0.006
H -0.668 0.925 -5.322 0.000
H 0.134 -1.624 -4.805 0.005
C 3.509 -0.324 1.409 0.007
C 2.010 -0.223 1.658 0.017
O 1.234 -0.339 0.482 0.191
C 1.507 -1.382 2.666 0.002
F 2.273 -1.547 3.780 0.000
F 0.238 -1.157 3.114 0.000
F 1.472 -2.584 2.025 0.001
C 1.782 1.244 2.216 0.003
F 2.634 1.511 3.253 0.001
F 2.025 2.162 1.224 0.000
F 0.528 1.477 2.660 0.000
H 3.732 -1.318 1.029 0.000
H 4.097 -0.133 2.315 0.002
H 3.778 0.423 0.658 0.000

34
Properties=species:S:1:pos:R:3:lowdin_charge:R:1 method="wB97M-V/def2-TZVPD" e_above_lowest_kj_mol=79.9 homo_energy_ha=-0.3937 spin_multiplicity=1 lumo_energy_ev=-4.96 charge=+1
Sn 0.123 0.732 1.942 1.231
C 0.237 -5.003 0.688 -0.035
C 0.770 -3.564 0.584 -0.196
C 1.458 -3.239 -0.663 0.057
C 1.888 -1.907 -0.917 -0.057
C 1.509 -0.899 -0.066 -0.677
Br 1.977 0.985 -0.353 0.805
N 0.953 -1.221 1.119 -0.184
C 0.482 -2.486 1.430 -0.041
H -0.419 -5.150 -0.194 0.099
H -0.349 -5.067 1.644 0.093
H 1.024 -5.811 0.782 0.112
H 1.450 -4.061 -1.370 0.129
H 2.535 -1.636 -1.793 0.138
H 0.089 -2.579 2.438 0.131
N 2.033 4.622 5.520 0.129
C 2.272 3.475 5.528 -0.376
N 2.594 2.233 5.340 0.111
C 2.082 1.608 4.363 -0.308
N 1.656 0.976 3.445 -0.093
N -1.641 2.739 0.061 0.044
C -1.717 2.309 -1.214 -0.362
C -0.883 2.843 -2.228 -0.062
C -0.914 2.419 -3.538 -0.076
C -1.853 1.445 -3.908 -0.082
C -2.698 0.871 -2.932 -0.090
C -2.665 1.345 -1.646 -0.058
H -0.911 3.394 0.350 0.097
H -2.080 2.206 0.821 0.043
H -0.201 3.578 -1.956 0.084
H -0.260 2.815 -4.235 0.085
H -1.837 1.086 -4.913 0.090
H -3.368 0.012 -3.202 0.123
H -3.338 0.930 -0.926 0.097

49
Properties=species:S:1:pos:R:3:lowdin_charge:R:1 method="wB97M-V/def2-TZVPD" homo_energy_ha=-0.3526 smiles="C=C[C@](C#N)(CCOC(C)=O)[C@@H](C#N)[PH2]=O.ClC(Cl)(Cl)Cl.ClC(Cl)(Cl)Cl.ClC(Cl)(Cl)Cl.ClC(Cl)(Cl)Cl" spin_multiplicity=1 lumo_energy_ev=-1.41
C 0.227 -1.066 4.050 0.011
C 0.124 -0.094 2.928 -0.124
C -0.855 -0.208 1.617 -0.376
C 0.055 0.262 0.294 -0.051
N 0.652 0.550 -0.844 -0.042
C -2.072 0.919 1.714 -0.103
C -3.521 0.295 2.160 -0.204
O -4.500 1.333 2.623 -0.108
C -5.862 0.712 2.545 -0.260
C -6.139 -0.895 2.889 -0.029
O -6.890 1.498 2.144 -0.026
C -1.390 -1.725 1.282 -0.308
C -2.043 -1.640 -0.256 -0.159
N -2.437 -1.625 -1.513 0.112
P 0.051 -3.026 1.152 0.789
O -0.465 -4.307 1.976 -0.521
H 0.644 -2.159 3.844 0.071
H -0.016 -0.816 5.174 0.028
H 0.787 0.893 3.011 0.138
H -1.770 1.710 2.532 0.101
H -2.176 1.518 0.687 0.153
H -3.322 -0.471 3.027 0.121
H -3.983 -0.251 1.220 0.136
H -5.316 -1.372 3.571 0.083
H -7.240 -1.076 3.301 0.113
H -6.095 -1.449 1.835 0.108
H -2.165 -2.141 2.055 0.135
H 0.213 -3.373 -0.253 0.038
H 1.304 -2.513 1.655 0.025
C 3.960 0.066 -3.281 -1.972
Cl 5.008 1.507 -3.246 0.474
Cl 3.505 -0.297 -4.965 0.463
Cl 4.837 -1.322 -2.589 0.502
Cl 2.491 0.378 -2.322 0.559
C 6.960 3.772 -6.157 -2.006
Cl 7.802 2.237 -6.486 0.509
Cl 6.652 3.918 -4.408 0.480
Cl 7.975 5.133 -6.697 0.512
Cl 5.411 3.801 -7.037 0.512
C 3.360 -1.528 -8.757 -2.000
Cl 4.892 -0.634 -8.925 0.510
Cl 3.697 -3.184 -8.193 0.515
Cl 2.315 -0.699 -7.576 0.474
Cl 2.535 -1.594 -10.335 0.514
C -1.440 1.793 6.911 -2.001
Cl 0.092 2.686 6.743 0.517
Cl -1.103 0.137 7.475 0.524
Cl -2.485 2.621 8.093 0.527
Cl -2.265 1.726 5.333 0.538

34
Properties=species:S:1:pos:R:3:lowdin_charge:R:1 method="wB97M-V/def2-TZVPD" e_above_lowest_kj_mol=243.9 homo_energy_ha=-0.3264 smiles="Cc1cccc(Oc2cc(Cl)nc(SCC(=O)O)n2)c1C" spin_multiplicity=1 lumo_energy_ev=0.12
O -4.659 -0.133 -2.320 0.037
Cl -0.594 -3.303 1.679 0.816
N -1.342 -2.612 -0.635 0.053
N -0.429 -0.949 -1.977 0.160
O -6.445 -1.625 -2.397 0.084
O 1.534 0.155 -1.291 0.025
S -2.464 -2.224 -3.006 1.001
C -5.096 -1.311 -2.242 -0.475
C -1.274 -1.948 -1.813 -0.671
C -0.537 -2.384 0.329 -0.836
C 0.501 -0.761 -1.040 -0.269
C 0.462 -1.431 0.159 0.003
C 0.455 2.988 0.632 -0.123
C 0.719 2.222 -0.429 0.002
C 1.250 3.014 1.716 -0.031
C 1.673 1.165 -0.338 -0.222
C 2.379 2.089 1.736 -0.159
C 2.521 1.052 0.745 -0.112
C -4.107 -2.472 -2.173 -0.340
C 3.139 1.951 3.074 -0.069
C 3.709 -0.076 0.776 0.004
H -6.792 -0.847 -2.808 0.098
H 1.176 -1.109 0.896 0.108
H -0.343 3.670 0.612 0.102
H 0.038 2.349 -1.213 0.110
H 0.983 3.685 2.468 0.094
H -3.853 -2.692 -1.147 0.066
H -4.618 -3.414 -2.628 0.119
H 3.555 2.953 3.373 0.082
H 2.526 1.824 3.947 0.053
H 4.003 1.140 3.196 0.110
H 3.474 -0.786 -0.026 0.070
H 4.615 0.424 0.485 0.073
H 3.843 -0.605 1.661 0.037

31
Properties=species:S:1:pos:R:3:lowdin_charge:R:1 method="wB97M-V/def2-TZVPD" e_above_lowest_kj_mol=130.7 homo_energy_ha=-0.3063 smiles="Cc1ccc2c(c1)P(=O)(O)c1cc(C)ccc1S2" spin_multiplicity=1 lumo_energy_ev=0.07
O -1.462 0.274 -2.052 -0.296
O -0.499 2.394 -1.355 -0.134
S 1.299 0.570 1.686 1.017
C 3.093 -0.538 0.094 -0.114
C -1.007 0.074 3.102 -0.105
C 3.712 -0.685 -1.195 -0.007
C -2.384 -0.088 3.262 -0.060
C 1.597 -0.184 -2.256 -0.055
C -2.690 0.406 0.967 -0.009
C 1.822 -0.101 0.146 -0.515
C -0.464 0.306 1.855 -0.501
C 2.930 -0.544 -2.342 -0.271
C -3.235 0.056 2.220 -0.299
C 1.039 0.139 -1.053 -0.272
C -1.296 0.536 0.737 -0.204
C 3.568 -0.880 -3.715 -0.042
C -4.713 -0.178 2.348 -0.039
P -0.593 0.792 -0.995 0.619
H 0.332 2.406 -1.831 0.052
H 3.795 -0.516 0.909 0.104
H -0.508 0.101 4.041 0.099
H 4.694 -1.041 -1.009 0.100
H -2.809 -0.477 4.287 0.154
H 1.065 0.029 -3.270 0.167
H -3.343 0.462 0.110 0.115
H 3.723 0.120 -4.177 0.090
H 4.545 -1.389 -3.515 0.082
H 2.908 -1.607 -4.199 0.079
H -4.914 -0.602 3.345 0.082
H -5.191 0.862 2.342 0.115
H -5.014 -0.697 1.512 0.048

53
Properties=species:S:1:pos:R:3:lowdin_charge:R:1 method="wB97M-V/def2-TZVPD" homo_energy_ha=-0.2615 spin_multiplicity=1 lumo_energy_ev=-5.65
C 5.132 -1.745 2.677 0.013
C 3.791 -1.022 2.836 -0.414
O 3.061 -1.337 3.738 0.122
N 3.514 0.050 1.880 0.048
C 3.743 1.405 2.508 -0.593
C 4.233 2.606 1.608 -0.310
O 3.541 1.621 3.660 0.052
C 2.145 -0.018 1.355 -0.275
C 1.981 -0.071 -0.150 -0.079
C 0.736 -0.088 -0.723 0.024
C -0.450 -0.054 0.065 -0.199
N -1.636 -0.048 -0.593 0.215
C -2.642 -0.040 0.252 -0.093
C -2.514 -0.056 1.668 -0.371
P -3.976 -0.107 2.745 0.276
O -3.813 1.094 3.782 -0.147
O -3.977 -1.556 3.614 -0.365
S -5.656 -0.001 1.801 0.418
N -1.360 -0.047 2.295 0.104
C -0.302 -0.036 1.470 -0.353
C 0.993 -0.009 2.080 -0.156
H 5.737 -1.435 3.543 0.099
H 5.011 -2.830 2.721 0.088
H 5.675 -1.402 1.789 0.074
H 4.449 2.256 0.563 0.027
H 3.403 3.393 1.521 0.053
H 5.181 3.128 2.052 -0.031
H 2.897 -0.085 -0.761 0.131
H 0.681 -0.146 -1.817 0.137
H -3.650 -0.026 -0.170 0.101
H -3.217 1.766 3.402 0.113
H -4.795 -1.624 4.147 0.077
H 1.059 0.014 3.163 0.089
Mg 2.649 2.052 0.028 1.107
O -7.890 -1.659 -0.345 -0.017
H -7.273 -1.938 -1.038 0.074
H -7.382 -1.057 0.208 -0.042
B -0.931 -0.944 -5.059 -1.088
O 0.198 -0.247 -4.399 0.201
C 0.892 0.402 -5.315 -0.421
O 1.870 1.063 -5.074 0.120
C 0.294 0.155 -6.660 -0.423
O 0.735 0.598 -7.753 -0.336
O -0.756 -0.589 -6.588 0.007
F -2.097 -0.493 -4.501 0.094
F -0.836 -2.315 -4.897 0.164
Br 0.730 2.491 -8.387 0.681
Mg -4.943 -2.831 2.065 0.853
Cl -2.870 0.302 -6.943 0.092
F -9.032 -0.344 -1.446 -0.354
Be -0.505 -2.602 2.309 0.434
Cl 1.060 2.523 3.007 -0.015
Cl 6.474 1.902 2.303 -0.009

33
Properties=species:S:1:pos:R:3:lowdin_spin:R:1 method="wB97M-V/def2-TZVPD" e_above_lowest_kj_mol=0.0 homo_energy_ha="-0.1099 / -0.1081" s2=9.34 spin_multiplicity=6 lumo_energy_ev="2.95 / 2.95" charge=-1
C -1.396 0.290 -1.931 -0.007
C -0.599 1.482 -1.926 -0.009
C -0.977 2.264 -0.783 -0.009
C -2.028 1.563 -0.104 -0.009
C -2.290 0.344 -0.821 -0.008
Dy 0.054 0.181 0.133 5.059
C 2.457 0.224 -0.704 -0.008
C 1.891 -0.961 -1.403 -0.001
C 2.063 -1.420 -2.676 0.001
N 0.611 -1.452 -0.981 -0.005
H -0.568 3.244 -0.515 0.000
H 0.112 1.778 -2.701 0.000
H -2.533 1.890 0.808 0.001
H -3.094 -0.354 -0.627 0.000
H -1.360 -0.475 -2.684 0.000
H 2.397 1.167 -1.310 0.001
H 0.247 -2.313 -1.397 0.001
H 3.155 0.250 0.166 0.001
H 2.484 -0.699 -3.372 0.000
H 1.473 -2.309 -2.891 0.000
O -1.121 0.894 3.660 0.000
B -0.107 0.242 2.850 -0.008
O 0.791 -0.410 3.725 0.001
C 0.303 -0.258 4.986 0.000
C 0.745 -0.829 6.155 0.000
C -0.053 -0.631 7.309 0.000
C -1.208 0.159 7.258 0.000
C -1.614 0.783 6.059 0.000
C -0.860 0.539 4.939 0.000
H 1.662 -1.431 6.187 0.000
H 0.256 -1.107 8.251 0.000
H -1.804 0.294 8.169 0.000
H -2.501 1.416 6.027 0.000

46
Properties=species:S:1:pos:R:3:lowdin_spin:R:1 method="wB97M-V/def2-TZVPD" e_above_lowest_kj_mol=159.4 homo_energy_ha="-0.3077 / -0.3243" s2=2.01 spin_multiplicity=3 lumo_energy_ev="0.03 / -3.04"
H 1.305 -1.331 3.013 0.000
N 0.740 -1.440 0.949 0.161
B 0.761 -2.172 -1.650 -0.001
N 1.319 -2.046 -0.189 0.013
C 2.345 -2.812 0.245 -0.002
Pt -0.935 -0.389 1.061 1.356
H 2.889 -3.447 -0.441 0.001
C 2.480 -2.661 1.620 0.002
H 3.201 -3.137 2.254 0.001
C 1.500 -1.762 2.037 0.004
H 0.867 -3.364 -1.933 0.000
C -1.422 4.360 -1.697 0.000
H -2.166 5.121 -1.433 0.000
H -1.910 3.377 -1.748 0.000
H -1.026 4.616 -2.688 0.000
N 1.614 -1.589 -2.882 -0.001
N -0.774 -1.919 -1.568 -0.003
N 1.724 -0.244 -3.202 0.000
N -1.468 -1.177 -0.610 0.098
C 2.353 -2.316 -3.784 0.000
C -1.680 -2.642 -2.261 0.064
H 2.416 -3.394 -3.742 0.000
H -1.363 -3.380 -2.985 0.003
C 2.956 -1.439 -4.683 0.000
C -2.962 -2.284 -1.863 0.020
C 2.543 -0.151 -4.258 0.000
C -2.810 -1.288 -0.900 0.067
H 3.601 -1.680 -5.501 0.000
H -3.884 -2.677 -2.264 0.000
H 2.871 0.777 -4.701 0.000
H -3.577 -0.678 -0.422 0.010
H -0.665 4.316 -1.008 0.000
F 1.591 1.818 2.496 -0.001
C 0.404 2.470 2.545 0.003
F 0.608 3.658 3.170 0.001
F 0.045 2.747 1.249 0.003
C -0.699 1.604 3.257 0.016
O -0.508 0.286 2.962 0.111
C -0.634 1.774 4.831 0.002
F -0.955 3.037 5.236 0.001
F -1.523 0.915 5.380 0.001
F 0.591 1.469 5.309 0.000
C -2.102 2.150 2.821 0.010
F -2.233 3.491 2.989 0.001
F -2.332 1.890 1.489 0.055
F -3.098 1.546 3.500 0.003

46
Properties=species:S:1:pos:R:3:lowdin_charge:R:1 method="wB97M-V/def2-TZVPD" e_above_lowest_kj_mol=0.0 homo_energy_ha=-0.5900 spin_multiplicity=1 lumo_energy_ev=-9.53 charge=+2
H 1.410 -2.615 0.774 0.107
N 0.383 -1.489 -0.700 -0.076
B -1.048 -0.702 -2.649 -0.432
N -0.443 -1.816 -1.743 0.001
C -0.587 -3.146 -1.784 0.005
Sn 0.729 0.553 -0.127 1.442
H -1.211 -3.587 -2.554 0.153
C 0.160 -3.697 -0.752 0.015
H 0.269 -4.738 -0.500 0.124
C 0.759 -2.628 -0.083 -0.062
H -1.676 -1.147 -3.562 0.139
C 1.499 2.699 0.328 0.015
H 1.910 3.046 1.286 0.100
H 0.396 2.755 0.431 0.078
H 1.786 3.346 -0.510 0.098
N 0.174 0.148 -3.108 0.016
N -1.882 0.240 -1.733 0.003
N 1.017 0.733 -2.185 -0.109
N -1.333 0.816 -0.614 -0.077
C 0.637 0.395 -4.331 0.016
C -3.181 0.556 -1.792 0.011
H 0.091 -0.009 -5.177 0.159
H -3.775 0.165 -2.603 0.150
C 1.788 1.161 -4.220 0.013
C -3.479 1.369 -0.702 0.010
C 2.001 1.374 -2.858 -0.066
C -2.300 1.506 0.027 -0.062
H 2.402 1.519 -5.020 0.123
H -4.431 1.803 -0.460 0.122
H 2.771 1.922 -2.339 0.124
H -2.106 2.017 0.963 0.131
H 2.136 1.665 0.167 0.079
F -1.799 0.751 3.558 0.161
C -1.074 -0.394 3.684 -0.484
F -0.981 -0.690 5.008 0.188
F -1.788 -1.374 3.078 0.173
C 0.316 -0.229 3.008 -0.233
O -0.007 -0.034 1.664 -0.173
C 1.082 0.978 3.613 -0.479
F 1.245 0.903 4.954 0.200
F 2.322 1.068 3.040 0.136
F 0.442 2.146 3.331 0.149
C 1.139 -1.524 3.255 -0.475
F 1.529 -1.658 4.547 0.194
F 0.441 -2.641 2.911 0.165
F 2.268 -1.514 2.479 0.127